Record 1
12
Properties=species:S:1:pos:R:3:forces:R:3 method="wB97M-V/def2-TZVPD" lumo_ev=-4.3 gap_ha=0.3403 total_energy_ha=-281.75775 e_homo_ev=-13.58 e_above_lowest_ev=4.358 total_charge=+1
H 0.864661 -1.712037 -0.909841 0.5 0.0 0.1
N -3.217695 -0.043180 0.433658 1.6 0.1 -1.1
N 1.033579 -0.036579 0.533155 1.3 1.6 -0.8
C -0.495695 -0.013519 -0.995473 -1.3 -0.4 -1.3
H 1.904330 0.173462 0.053482 1.0 -1.0 1.3
C 0.253642 1.024345 -0.240403 1.0 -1.3 -1.0
H -0.071382 1.765472 0.389871 -1.5 1.7 1.2
H 1.032138 0.171084 1.536846 0.3 -1.0 -0.1
C 0.271918 -1.097879 -0.244380 -1.1 0.7 0.3
N -2.219173 0.004020 -0.032149 -1.5 -0.2 1.4
H -0.321088 -1.711190 0.409922 -0.1 -0.4 0.2
H 0.964761 1.475998 -0.934687 -0.1 0.2 -0.2

---

Record 2
13
Properties=species:S:1:pos:R:3:forces:R:3 method="wB97M-V/def2-TZVPD" lumo_ev="4.3 / 4.1" gap_ha="0.1544 / 0.2713" total_energy_ha=-357.19802 e_homo_ev="0.11 / -3.27" e_above_lowest_ev=0.000 multiplicity=3 total_charge=-1
C 0.259255 -1.223856 -0.120560 0.2 0.4 0.2
H 0.638697 1.153442 -1.343724 -0.5 0.1 0.5
H 2.018624 -0.065039 0.338653 0.1 0.1 0.0
C 0.374494 1.250532 -0.249839 1.0 0.5 0.0
N -0.985746 1.479657 0.006881 1.4 4.5 -0.4
H 0.632054 -1.394238 -1.141991 0.0 0.0 0.0
C 0.935175 0.006689 0.466338 -0.3 0.0 -0.3
O -3.025427 -0.034419 0.114327 -0.6 -0.6 -0.4
N -1.177318 -1.188063 -0.144770 -2.0 -1.6 -0.2
H 0.911159 2.153498 0.098758 0.5 -0.1 -0.1
N -1.804046 -0.102858 -0.023482 0.0 -3.4 0.7
H 0.708328 0.083954 1.532936 0.0 0.0 0.0
H 0.514757 -2.119298 0.466469 0.1 0.1 -0.2

---

Record 3
13
Properties=species:S:1:pos:R:3:forces:R:3 method="wB97M-V/def2-TZVPD" lumo_ev="-6.3 / -6.3" gap_ha="0.3058 / 0.3057" total_energy_ha=-356.99176 e_homo_ev="-14.60 / -14.60" e_above_lowest_ev=4.490 total_charge=+1
N 0.945155 1.438519 -0.263802 0.2 -0.8 -0.4
C 2.417893 -0.318625 -0.065951 1.1 -0.8 -0.9
H -1.799042 -1.491243 -0.594513 1.4 1.5 1.4
C 1.108441 -1.069345 -0.248172 -1.9 3.5 1.3
H -1.895793 -0.051692 0.794808 1.6 -1.8 -1.7
N 2.126318 1.057675 0.069750 1.5 2.0 2.8
H 1.008041 -2.014484 -0.581397 0.4 -3.4 -1.0
C -1.317088 -0.494068 -0.174968 -3.5 -2.3 2.4
N 0.059892 -0.393715 -0.015518 2.0 1.2 -0.2
H 2.737093 1.526239 0.918918 -2.1 -1.3 -2.4
H -1.786580 0.172999 -0.813930 0.3 1.9 -2.0
O 3.530955 -0.727923 -0.024796 -0.6 -0.4 0.1
H 0.658477 2.186574 0.356450 -0.4 0.5 0.5

---

Record 4
13
Properties=species:S:1:pos:R:3:forces:R:3 method="wB97M-V/def2-TZVPD" lumo_ev="-6.4 / -6.4" gap_ha="0.2323 / 0.2323" total_energy_ha=-356.90708 e_homo_ev="-12.72 / -12.72" e_above_lowest_ev=6.794 total_charge=+1
C 0.925622 -0.712228 -1.391282 1.1 -0.3 -0.8
C -0.703826 0.321822 2.054893 1.2 1.0 4.9
H 2.074009 0.897232 -1.463699 -0.1 1.5 0.5
O -2.124243 1.183093 -1.062286 1.7 -1.0 2.9
C -0.047556 -1.383996 -1.148653 1.3 0.5 -0.5
H -0.600997 -0.693478 2.470399 -0.1 0.2 -0.7
N 2.084201 -0.064822 -1.638562 1.0 -0.6 -1.1
H 0.291775 0.847134 2.339440 -1.6 -0.8 -0.9
N -0.880966 0.304727 0.666867 -1.4 1.0 -1.3
H 2.801926 -0.205783 -2.414216 -2.0 -0.8 1.3
H -1.532809 0.844250 2.705847 1.2 -0.8 -1.9
N -1.558734 0.820583 -0.087069 -1.3 0.6 -2.9
H -0.728403 -2.158535 -1.031679 -1.0 -0.7 0.3